Entry one
Below is a molecular structure, C4H6ClOP, with properties calculated with ωB97M-V/def2-TZVPD.

CARTESIAN COORDINATES (ANGSTROEM)
C 0.076 0.288 1.151
C 1.337 0.727 1.236
C -0.430 -0.446 -0.074
C 0.310 -0.029 -1.395
O 3.204 1.671 -0.609
P 2.353 0.519 -0.214
Cl 3.368 -1.177 0.129
H -0.677 0.231 2.012
H 1.799 1.255 2.147
H -0.424 -1.490 0.174
H -1.490 -0.241 -0.258
H 0.559 -0.816 -2.249
H 0.155 0.984 -1.819

Summary:
HOMO-LUMO gap = 9.5042 eV
lowest unoccupied orbital energy = 0.3942 eV
HOMO level = -9.1 eV

---

Entry two
Below is C4H6ClOP in the gas phase, with properties calculated with ωB97M-V/def2-TZVPD.

CARTESIAN COORDINATES (ANGSTROEM)
C 0.188 0.307 -1.327
C -1.076 0.503 -0.964
C 1.153 -0.224 -0.323
C 0.628 -0.117 1.043
O -1.927 1.047 1.712
P -1.211 0.190 0.820
Cl -1.800 -1.678 0.906
H 0.460 0.227 -2.358
H -1.746 0.678 -1.715
H 1.262 -1.111 -0.815
H 2.122 0.306 -0.211
H 0.818 -0.908 1.733
H 1.130 0.780 1.498

Summary:
HOMO-LUMO gap = 11.0091 eV
SMILES = O=[P@@]1(Cl)C=CCC1
lowest unoccupied orbital energy = 0.8104 eV
HOMO level = -10.2 eV

---

Which one sits at the bottom of the stability order? entry one does.

---

Entry one
Below is CH2N2O in the gas phase, with properties calculated with ωB97M-V/def2-TZVPD.

CARTESIAN COORDINATES (ANGSTROEM)
C 1.274 0.080 0.031
N 2.062 -0.716 -0.027
N -1.072 0.222 0.009
O 0.092 1.000 -0.001
H -1.166 -0.415 -0.868
H -1.190 -0.171 0.856

Summary:
HOMO-LUMO gap = 11.3365 eV
SMILES = N#CON
lowest unoccupied orbital energy = 0.4274 eV
HOMO level = -10.9 eV

---

Entry two
Below is a molecular structure, CH2N2O, with properties calculated with ωB97M-V/def2-TZVPD.

CARTESIAN COORDINATES (ANGSTROEM)
C 0.354 -0.312 0.001
O 0.248 1.096 -0.001
N -1.148 0.948 -0.004
N -1.084 -0.310 -0.002
H 0.813 -0.710 0.909
H 0.817 -0.712 -0.903

Summary:
HOMO-LUMO gap = 11.7197 eV
lowest unoccupied orbital energy = 0.7641 eV
HOMO level = -11.0 eV

---

Entry three
Below is CH2N2O in the gas phase, with properties calculated with ωB97M-V/def2-TZVPD.

CARTESIAN COORDINATES (ANGSTROEM)
C 0.510 -0.925 1.856
N 0.343 -0.525 0.776
N -0.137 0.239 -0.471
O -0.506 1.422 -0.267
H 0.685 0.195 -1.105
H -0.896 -0.407 -0.788

Summary:
HOMO-LUMO gap = 10.5570 eV
lowest unoccupied orbital energy = 0.0323 eV
HOMO level = -10.5 eV

---

Which one sits at the bottom of the stability order? entry three does.